(1)
{"formula": "H7O3S", "method": "ωB97M-V/def2-TZVPD", "species": ["S", "H", "H", "H", "O", "H", "H", "O", "H", "H", "O"], "xyz": [[-0.2086, -0.1660, 0.6876], [-1.3989, -0.0071, 1.2489], [-0.7331, 0.5926, -2.5475], [-0.1957, 1.1151, -1.2754], [-0.3424, 1.3986, -2.1906], [2.5678, 0.7239, 2.7382], [1.0788, 0.7316, 2.2501], [1.6580, 0.8554, 3.0167], [-0.4136, -1.5934, -1.2303], [-1.7476, -1.7319, -1.9509], [-0.8120, -1.9008, -2.0637]], "forces_ev_per_a": [[0.412, -0.139, -0.315], [-0.387, 0.056, 0.120], [0.105, -0.012, -0.149], [0.031, 0.027, 0.581], [-0.143, -0.002, -0.462], [-0.232, -0.063, -0.282], [-0.199, -0.389, -0.564], [0.521, 0.448, 1.054], [-0.161, 0.249, 0.289], [-0.135, 0.064, 0.210], [0.188, -0.240, -0.482]], "homo_lumo_gap_ev": 7.817, "e_above_lowest_kj_mol": 17.0, "homo_energy_ha": -0.142, "largest_force_ev_per_a": 1.26, "charge": -1}


(2)
{"formula": "H80O40", "method": "ωB97M-V/def2-TZVPD", "species": ["H", "H", "O", "H", "H", "O", "H", "H", "O", "H", "H", "O", "H", "H", "O", "H", "O", "H", "O", "H", "H", "O", "H", "H", "O", "H", "H", "O", "H", "H", "O", "H", "O", "H", "H", "O", "H", "H", "O", "H", "H", "O", "H", "H", "O", "H", "H", "O", "H", "H", "O", "H", "O", "H", "H", "O", "H", "O", "H", "H", "O", "H", "H", "O", "H", "H", "O", "H", "H", "O", "H", "H", "O", "H", "H", "O", "H", "H", "O", "H", "H", "O", "H", "H", "O", "H", "H", "O", "H", "O", "H", "H", "O", "H", "H", "H", "H", "H", "H", "O", "H", "H", "O", "H", "H", "O", "H", "H", "O", "H", "H", "O", "H", "H", "O", "H", "H", "O", "H", "H"], "xyz": [[-5.8724, -0.1341, 2.7254], [-6.4817, 0.9541, 2.1334], [-5.9269, 0.8018, 2.8892], [3.0322, 1.2315, 2.4177], [2.1830, 2.0450, 3.4734], [2.9634, 2.0176, 2.8718], [-5.7585, -2.9452, 1.6273], [-4.8130, -2.1443, 2.3972], [-5.0494, -2.3090, 1.3846], [4.3599, 4.4751, 1.2118], [5.7652, 3.8274, 0.6658], [5.3117, 4.1262, 1.4051], [2.7282, -0.5675, -4.0524], [3.7862, -0.1392, -5.2215], [2.8244, -0.0860, -4.9623], [-1.2537, -3.3506, 1.3807], [-1.0662, -2.4584, 0.8628], [-0.7870, -0.5686, 5.8747], [-0.0787, -0.8367, 6.5225], [-2.7211, 1.6164, -3.5214], [-1.1504, 1.4396, -3.1917], [-1.9711, 2.0587, -3.3450], [-1.1485, -0.3955, 3.9288], [-2.4949, -0.7706, 4.8054], [-1.6543, -0.9912, 4.5709], [5.4718, -2.7978, -0.1711], [5.2461, -2.4070, 1.0398], [6.0006, -2.4012, 0.4733], [2.7547, 3.9266, 4.1054], [2.0321, 3.4328, 5.5134], [1.9306, 3.8705, 4.6566], [2.6194, -3.5679, -1.2976], [1.6168, -3.7592, -1.2987], [-2.6080, -2.8870, -3.0284], [-3.5229, -3.0196, -4.1299], [-3.5997, -3.1463, -3.1986], [-1.2362, -1.5812, -2.0361], [-1.4816, -0.9335, -3.4854], [-1.7823, -1.4625, -2.6784], [-4.9000, 1.5876, -2.0457], [-5.0385, 2.8704, -1.0109], [-5.1833, 2.0249, -1.2723], [1.8596, -1.5069, 4.4862], [3.1487, -1.8318, 3.8403], [2.3084, -2.1059, 3.9665], [1.3434, -0.1543, 2.5786], [-0.2607, -0.6740, 2.2285], [0.4125, 0.0292, 2.6142], [2.6858, -4.4849, 0.4757], [2.7761, -3.5927, 1.6830], [3.1675, -3.6794, 0.7554], [-2.1415, 2.4652, 3.9152], [-3.2042, 2.2613, 3.7389], [0.7550, 3.5182, 1.7610], [2.0691, 3.3735, 1.3988], [1.3508, 4.0165, 1.2745], [-2.7862, 2.8944, 0.6701], [-1.8943, 3.0173, 0.7201], [-3.4666, -4.2951, 0.9746], [-3.6887, -3.4407, 2.1511], [-3.2009, -4.2619, 1.8574], [-1.5905, 5.8556, 1.2324], [-0.3591, 6.1730, 2.3353], [-1.3034, 6.2305, 2.1401], [0.1341, 2.6427, -1.3337], [1.0061, 3.7494, -1.5166], [0.5862, 3.1307, -2.0551], [-2.0202, 0.5280, -6.2354], [-0.9221, -0.4300, -5.8071], [-1.9357, -0.1613, -5.5952], [-4.0230, 0.1981, -2.0702], [-3.3248, -0.4035, -3.1673], [-3.7404, 0.3346, -2.9815], [-4.0541, 1.4260, 2.1497], [-4.7257, 1.2039, 0.7330], [-4.0280, 0.9401, 1.3381], [3.7654, -0.6609, 0.5177], [4.1614, -0.6293, 1.8942], [3.3273, -0.4372, 1.3503], [1.4869, -6.0655, 2.0999], [2.6919, -5.8172, 2.1499], [1.9696, -5.7950, 1.4583], [3.5211, 2.8876, -2.1480], [3.1159, 3.9844, -1.1764], [3.7674, 3.6013, -1.5918], [-2.7026, 6.3545, -0.7248], [-1.9984, 5.0550, -1.4170], [-2.3783, 5.4253, -0.6405], [4.9772, -2.7299, -3.4534], [4.5283, -2.2669, -2.7923], [-2.4961, -4.5099, -1.1685], [-3.6486, -5.3050, -1.2093], [-3.0738, -4.9803, -0.5206], [-3.2305, 1.1897, 3.8279], [-1.7430, -2.0439, 1.3352], [-1.6194, 3.5040, -0.1022], [0.5095, -0.1779, 6.5178], [0.9988, -3.1998, -0.9147], [4.7504, -1.4469, -2.5874], [0.2371, 2.2862, -6.4785], [0.4536, 2.6945, -5.6225], [-0.7706, 2.3087, -6.4161], [0.4282, 0.0629, -3.0226], [0.5568, -0.1085, -2.0663], [1.1471, 0.5594, -3.3143], [-1.1025, 1.0880, -0.7293], [-2.1521, 0.9516, -0.4001], [-1.1192, 1.6677, -1.5161], [1.4316, -4.9892, 3.9623], [1.8385, -4.6858, 4.6441], [1.0469, -4.2787, 3.6519], [4.7319, 0.7403, -1.4122], [4.0025, 0.8176, -0.9109], [4.9680, 1.7534, -1.6243], [0.4108, -1.3599, -5.2761], [1.2718, -1.0426, -5.5696], [0.2433, -0.8026, -4.5165], [2.5598, -0.6565, -1.1558], [2.1173, -1.1476, -0.5747], [3.0397, -1.4065, -1.6029]], "forces_ev_per_a": [[0.778, -1.065, 0.482], [-0.647, 1.094, -0.619], [-1.073, -0.050, 0.887], [-0.057, -2.917, -1.661], [0.647, -0.358, -0.780], [-0.663, 3.351, 2.164], [0.159, 0.151, -0.964], [-0.162, 0.448, -2.673], [-0.530, 0.026, 3.755], [2.993, -1.244, -0.039], [0.568, -0.668, -2.514], [-3.566, 1.946, 2.577], [0.695, 1.053, -2.422], [-1.531, -0.008, 0.663], [1.081, -1.092, 1.923], [0.802, 1.711, -1.780], [1.223, -3.755, 0.807], [0.748, -0.814, 0.558], [-3.483, -3.364, -0.047], [-3.666, -3.150, -0.678], [-2.790, 1.237, -1.055], [7.358, 2.701, 1.199], [-1.466, -0.624, 1.088], [-3.877, 1.545, 0.325], [4.775, -0.745, -2.093], [-0.526, -1.392, -3.005], [-0.545, 0.266, 2.046], [0.949, 0.906, 0.935], [-0.860, -0.424, 1.389], [0.705, 0.187, -0.520], [0.132, 0.269, -0.782], [-3.109, 0.403, 0.517], [3.450, -2.573, -2.663], [-2.524, -0.243, 0.325], [-0.685, -0.062, -1.470], [2.487, -0.147, 0.910], [5.885, -0.469, 6.029], [0.091, -1.108, 2.117], [-5.320, 1.598, -7.965], [0.787, 0.889, -1.627], [1.326, 3.738, -0.081], [-2.364, -4.192, 1.651], [-1.648, 2.131, 1.907], [4.150, 1.521, -0.470], [-2.610, -3.805, -1.304], [0.345, -1.267, -0.622], [3.029, 1.520, 0.541], [-3.477, -0.448, -0.153], [0.170, 0.525, 0.036], [0.804, 0.192, -1.785], [-0.219, 0.263, 2.068], [-4.098, -0.808, -0.885], [3.872, -2.855, 1.147], [-2.994, -1.080, 1.515], [0.613, 0.319, -0.204], [2.378, 0.692, -1.462], [-3.872, -0.538, -0.127], [4.433, 1.791, -0.510], [-0.472, -0.404, -2.585], [1.068, -1.546, -0.314], [0.097, 1.632, 3.736], [1.498, 0.480, 2.192], [-0.285, -0.432, -0.798], [-1.170, -0.193, -1.426], [0.326, -0.089, -0.439], [1.350, 2.095, 1.191], [-1.350, -1.838, -0.351], [-0.674, 0.845, -0.476], [-2.776, 0.073, 0.758], [3.135, -1.252, -0.275], [0.275, -0.301, 0.110], [3.202, -6.012, -1.601], [-4.524, 5.412, 1.761], [-0.357, 0.810, 0.540], [-0.135, 0.181, 0.183], [1.515, -0.882, -2.034], [-0.683, 0.230, -0.667], [-1.772, 0.596, -0.259], [2.770, -0.656, 1.480], [-7.411, -2.974, 5.961], [0.505, 0.635, -1.781], [6.581, 1.559, -4.133], [-1.203, -0.627, -0.613], [-5.735, 2.749, 3.230], [6.821, -2.062, -2.714], [0.666, -1.325, -0.602], [0.325, 0.267, -1.417], [-1.074, 1.413, 1.696], [1.344, -0.339, -1.435], [-3.803, -5.173, 0.802], [0.003, 0.038, 1.252], [-1.082, -0.590, -0.001], [1.040, 0.339, -2.136], [0.171, 3.638, -0.109], [-2.136, 2.097, 0.769], [-0.689, -0.815, 1.577], [3.593, 4.019, 0.202], [-0.824, 2.081, 1.537], [2.572, 5.822, 0.856], [-2.147, 0.314, 0.660], [0.154, -0.199, -0.301], [1.985, -0.061, -0.224], [-1.917, -0.981, 1.193], [0.006, 0.296, -0.569], [2.052, 1.611, -0.502], [-3.059, -1.184, 0.515], [4.321, 0.892, -1.241], [-1.249, -0.708, 0.570], [-0.881, -8.283, -3.932], [4.333, 2.660, 7.139], [-3.437, 5.710, -2.981], [5.205, 3.264, -3.887], [-4.297, 0.294, 2.812], [-0.495, -3.525, 0.929], [-0.162, -0.378, -0.955], [0.235, 0.006, -0.216], [0.149, -0.038, 0.834], [3.322, 1.265, -4.523], [-3.458, -2.800, 4.418], [-0.435, 1.136, -0.007]], "s_squared": 0.751, "homo_lumo_gap_ev": [1.792, 9.134], "e_above_lowest_kj_mol": 1038.3, "homo_energy_ha": [-0.018, -0.289], "largest_force_ev_per_a": 9.96, "charge": -1, "multiplicity": 2}


(3)
{"formula": "H80O40", "method": "ωB97M-V/def2-TZVPD", "species": ["H", "H", "O", "H", "H", "O", "H", "H", "O", "H", "H", "O", "H", "H", "O", "H", "O", "H", "O", "H", "H", "O", "H", "H", "O", "H", "H", "O", "H", "H", "O", "H", "O", "H", "H", "O", "H", "H", "O", "H", "H", "O", "H", "H", "O", "H", "H", "O", "H", "H", "O", "H", "O", "H", "H", "O", "H", "O", "H", "H", "O", "H", "H", "O", "H", "H", "O", "H", "H", "O", "H", "H", "O", "H", "H", "O", "H", "H", "O", "H", "H", "O", "H", "H", "O", "H", "H", "O", "H", "O", "H", "H", "O", "H", "H", "H", "H", "H", "H", "O", "H", "H", "O", "H", "H", "O", "H", "H", "O", "H", "H", "O", "H", "H", "O", "H", "H", "O", "H", "H"], "xyz": [[3.0978, -1.0551, -2.6786], [2.0359, -1.6345, -1.8682], [2.3497, -1.4918, -2.7329], [-2.4171, 3.9444, -2.6381], [-2.1657, 2.7229, -2.8106], [-2.2690, 3.0910, -2.0699], [-2.8592, -0.7402, 3.0466], [-2.3398, -1.9644, 2.6579], [-2.8596, -1.5557, 3.3317], [0.8471, 1.8960, -0.2969], [1.6229, 3.2391, -0.9693], [1.6858, 2.3892, -0.4734], [3.2546, 1.3343, 3.7788], [3.9192, 2.4454, 4.6729], [3.1822, 1.9895, 4.5885], [3.6210, -0.8278, 0.6995], [3.6743, -0.0325, 0.2366], [3.3971, -4.1352, -0.0894], [2.8943, -4.9192, -0.2188], [4.1494, 4.4984, 0.9518], [3.0519, 3.5898, 0.3276], [3.4442, 3.9267, 1.2833], [0.1355, 3.5501, -4.6076], [0.5920, 4.9786, -4.2942], [-0.1318, 4.4442, -4.3301], [-0.1768, 1.4832, 1.1020], [0.0648, 0.0117, 1.4737], [0.1270, 0.6645, 0.8315], [-2.2472, -3.0006, -5.9677], [-1.7282, -3.8773, -4.6568], [-2.3591, -3.2634, -5.0133], [0.1166, -2.6483, 6.1842], [-0.2532, -2.0603, 5.6450], [1.4283, -4.2423, 2.3771], [2.4598, -5.1661, 1.7183], [2.3704, -4.4814, 2.4416], [-5.5933, 1.3694, -2.8830], [-5.7438, 0.2011, -3.5938], [-6.1032, 0.6115, -2.8391], [3.8972, 3.0009, -3.7349], [2.5024, 2.4233, -3.4545], [2.9529, 3.2279, -3.6985], [-3.1589, -0.2313, -0.5783], [-4.5180, -0.3218, -1.3863], [-3.8975, -0.7068, -0.7989], [-1.7508, -5.4351, 3.8401], [-1.9489, -4.0029, 3.5890], [-1.4683, -4.5481, 4.1905], [3.5872, -3.1869, 1.8632], [4.6041, -2.4122, 1.2105], [3.8005, -2.8907, 1.0145], [6.8933, 1.8981, -0.2920], [5.9771, 2.2094, -0.3519], [-0.7068, -0.6236, -3.6052], [-1.2653, -0.1369, -2.2589], [-1.3910, -0.1910, -3.2149], [0.8733, 1.0134, -2.2080], [1.1605, 1.3154, -3.0640], [-4.9351, 1.7697, 0.6104], [-4.2890, 1.7394, -0.9838], [-4.6455, 2.3346, -0.2126], [3.1784, -0.3613, 3.1178], [2.8689, -0.7746, 4.5631], [2.9662, -1.1232, 3.6008], [-4.3857, 0.7229, -4.3024], [-4.2638, -0.7316, -4.9082], [-4.4159, 0.2095, -5.2027], [4.8027, 1.5272, -1.8502], [3.1976, 1.9790, -1.4675], [3.8285, 1.4845, -1.9485], [-0.7562, -2.9722, 1.4596], [-2.1663, -2.1624, 0.9923], [-1.2752, -2.1205, 1.3424], [0.5654, -1.7620, 0.1817], [0.9759, -3.0227, -0.3595], [0.7986, -2.1311, -0.6520], [-3.9647, 1.8481, 3.0298], [-5.2270, 2.8363, 2.3844], [-4.5149, 2.6071, 3.1513], [1.6694, -2.4339, 2.8186], [0.5228, -1.3402, 2.5185], [0.8066, -2.2330, 2.2917], [-1.1187, 4.3742, -0.1860], [0.3462, 4.6710, 0.1660], [-0.3460, 4.1910, 0.3397], [-3.8378, -4.0792, -2.2905], [-3.3257, -4.2820, -3.6750], [-3.6783, -4.7419, -2.8778], [-0.3245, -0.1747, 4.8939], [-0.9364, 0.6340, 4.8711], [-1.6212, 0.8365, 3.3346], [-1.6937, 0.2612, 1.7212], [-1.9336, 0.8200, 2.3590], [5.6711, 2.8114, 0.2841], [2.7508, 0.4542, 0.3803], [2.1002, 0.9530, -3.1683], [2.7349, -5.4755, -1.0528], [-0.5590, -2.6224, 4.9674], [-1.5093, 0.6627, 5.7166], [1.0495, 4.7199, -2.0454], [0.1396, 4.9097, -1.9454], [1.0664, 4.1822, -2.9473], [-4.0047, -2.7867, 1.0775], [-4.4999, -2.0335, 0.7431], [-4.3572, -3.4443, 0.4010], [0.3821, 2.7169, 6.2435], [0.0178, 2.3029, 5.4129], [1.2774, 2.9410, 6.0415], [0.5484, -0.0032, -6.1205], [1.0599, 0.5253, -5.5047], [-0.4124, 0.2011, -5.8957], [-1.9405, 1.2203, -0.8485], [-1.6545, 1.1822, 0.0447], [-2.1288, 2.2727, -0.8523], [2.6553, -4.9268, -2.8152], [1.8619, -4.8218, -3.2657], [3.0391, -4.0412, -2.7462], [1.3636, 1.2946, 2.7862], [1.7133, 2.1291, 2.5386], [1.1850, 1.3303, 3.6775]], "forces_ev_per_a": [[5.879, 3.491, 0.601], [-0.947, -0.224, 2.113], [-4.674, -3.303, -2.765], [-0.038, -0.476, 2.501], [2.021, -7.224, -8.929], [-2.216, 9.522, 5.034], [-0.306, 7.040, -1.889], [0.695, -0.763, -0.401], [-0.815, -6.331, 3.563], [0.901, 1.120, -0.559], [-1.311, -0.680, 0.015], [0.702, -0.024, 0.147], [0.058, 2.521, 2.377], [5.671, 3.251, 0.339], [-5.441, -5.348, -2.404], [-0.689, -2.220, 1.161], [-2.490, 3.588, -0.362], [1.047, 1.117, -0.837], [-2.361, -3.900, -0.103], [-0.007, 0.248, 0.364], [1.029, 0.755, 3.794], [-0.969, -1.071, -3.880], [0.083, 0.474, -0.040], [3.266, 2.355, -0.373], [-3.684, -2.868, -0.639], [-0.879, 2.305, 2.023], [-0.034, -0.997, 1.839], [1.161, -1.446, -4.804], [0.430, -0.938, 1.713], [0.986, -0.191, -0.626], [-1.207, 1.132, -1.115], [2.642, -3.467, 3.939], [-1.590, 4.388, -2.304], [0.437, -0.168, 0.137], [0.191, 1.129, 0.568], [-0.792, -1.345, -0.303], [1.208, 3.267, 0.625], [-0.149, -1.691, -1.757], [-1.585, -1.592, 1.477], [-0.680, 0.066, 0.221], [-0.138, 0.017, 0.273], [0.636, 1.193, -1.057], [2.629, 2.698, 0.026], [-0.476, 1.085, -0.904], [-2.678, -3.963, 0.642], [0.673, 0.992, 0.831], [-0.706, 1.255, -0.537], [-0.029, -2.102, -0.302], [-1.360, -1.380, 2.215], [0.693, 0.278, -0.492], [1.318, 1.636, -1.785], [-0.559, 0.715, 0.713], [0.852, -1.731, -2.376], [3.295, -2.000, -1.397], [0.131, 0.014, -0.173], [-3.602, 2.012, 1.416], [-0.090, -0.296, 0.494], [1.817, -0.291, -1.570], [1.151, 0.999, -2.924], [-0.977, 1.262, 2.765], [-0.172, -2.097, 0.235], [0.342, 1.646, -1.556], [0.248, -0.983, -2.326], [-0.418, -0.995, 3.910], [0.697, -1.268, -2.725], [0.086, 1.291, -0.432], [-0.027, -0.060, 2.844], [-1.507, 0.693, 1.160], [-0.182, 0.982, 1.643], [1.758, -2.253, -2.961], [-1.493, 1.476, -0.479], [-0.484, -1.195, -0.782], [0.971, -0.350, 0.035], [-0.420, 1.008, 0.973], [0.449, -0.799, -0.296], [0.185, -0.406, -0.912], [0.261, -0.834, -1.157], [3.163, -1.467, 2.631], [-3.347, 2.382, -1.501], [-2.031, 1.278, -1.255], [0.297, -0.327, 0.505], [2.676, -1.063, 1.496], [-0.021, 0.453, -0.352], [5.682, 4.376, -1.882], [-6.012, -4.908, 2.683], [-0.660, 2.994, 2.621], [-0.633, -0.334, 0.694], [1.089, -2.561, -3.315], [-1.618, 1.142, 0.634], [-0.119, -0.665, 1.328], [0.238, -0.958, -1.985], [1.894, -3.908, -2.790], [-2.791, 5.055, 5.183], [-0.013, 1.003, 1.711], [2.879, -1.603, -0.492], [-1.945, -0.118, 0.733], [1.110, 2.479, 1.336], [-1.010, -0.857, -1.735], [1.599, -0.543, -1.957], [2.179, -1.685, -2.232], [-1.605, 0.202, 0.066], [0.130, 1.424, 3.180], [-1.117, -1.864, -1.599], [0.189, 0.933, 0.102], [1.012, 0.751, 1.331], [-1.390, -0.616, -0.835], [0.528, 0.513, 1.284], [0.947, 0.162, -0.317], [-1.994, 0.188, 0.061], [-0.050, 0.095, 0.348], [1.907, -0.294, -0.298], [-0.633, 2.480, 0.280], [0.600, -0.805, 1.251], [0.280, -3.419, -0.519], [2.311, -0.445, 0.710], [-2.234, 0.424, -1.311], [-0.251, 0.027, -0.006], [0.443, -1.660, -2.128], [0.517, 1.518, -0.436], [-0.612, 0.467, 3.279]], "s_squared": 0.751, "homo_lumo_gap_ev": [1.670, 9.874], "e_above_lowest_kj_mol": 858.0, "homo_energy_ha": [-0.006, -0.303], "largest_force_ev_per_a": 11.66, "charge": -1, "multiplicity": 2}